Entry 1:
A 7-piece molecular cluster, C41H95N6O9 overall at a distorted geometry. Source: the OMol25 dataset; level of theory: wB97M-V/def2-TZVPD.

Properties
HOMO level (eV): -8.681
Energy relative to the best compared isomer or geometry (same formula, charge and spin) (kcal per mole): 0.0
HOMO-LUMO gap (eV): 3.70
Net charge: +3

The geometry in XYZ format:
```
151
Properties=species:S:1:pos:R:3:forces:R:3
N 30.14666 -31.50151 -7.74684 1.3 0.1 0.2
O 29.35042 -32.18646 -7.16052 -2.7 -2.4 1.8
O 31.29348 -31.89574 -7.90222 2.7 -1.3 -0.4
O 29.85648 -30.40437 -8.12858 -1.3 3.4 -1.4
C 31.60595 -39.71610 -1.55088 1.0 0.8 -0.3
O 30.79388 -38.84641 -2.40697 -0.4 -1.9 -0.6
C 30.12213 -39.56808 -3.51831 0.7 1.1 1.0
C 29.83944 -38.53502 -4.66442 0.2 -1.6 0.8
N 31.12144 -37.99069 -5.27959 -1.7 -0.4 -1.8
H 30.96689 -36.99261 -5.27338 0.8 0.5 0.2
H 31.91780 -38.29063 -4.73558 0.4 0.3 0.3
C 31.31066 -38.41913 -6.76363 1.8 -0.9 0.3
C 31.92706 -39.79908 -6.75740 -0.7 -1.9 1.9
O 30.94978 -40.77638 -6.31847 -0.9 2.0 -1.4
C 31.48734 -42.00676 -6.08557 0.8 -2.6 0.3
H 31.21384 -40.45299 -0.84993 -1.3 0.3 -0.3
H 32.18935 -39.03517 -0.93115 -0.1 0.1 -0.1
H 32.33407 -40.28322 -2.13082 0.0 0.1 -0.5
H 29.22476 -40.07840 -3.16846 -0.5 0.6 0.0
H 30.73117 -40.42381 -3.80966 0.5 0.3 -0.5
H 29.27929 -37.67009 -4.30913 -0.1 -0.3 0.1
H 29.34330 -39.03849 -5.49415 -0.3 0.1 0.4
H 32.13989 -37.84369 -7.17515 -0.4 0.7 0.1
H 30.43107 -38.36484 -7.40510 -0.2 0.4 0.6
H 32.64979 -39.85583 -5.94343 0.7 0.5 0.1
H 32.49769 -40.14121 -7.62077 -0.5 0.4 -0.5
H 30.77875 -42.83215 -6.01669 -0.9 0.6 0.2
H 32.02783 -42.04398 -5.13974 0.5 0.1 0.1
H 32.08485 -42.42432 -6.89595 0.7 0.6 -0.2
C 28.63697 -21.94596 -15.45036 -0.2 -0.4 1.7
O 28.65362 -22.80092 -16.54840 -0.1 0.0 -2.3
C 29.36754 -23.99326 -16.46122 -0.7 -0.9 0.1
C 28.58843 -25.02794 -17.28788 -1.6 0.5 -0.5
N 27.08547 -24.86251 -16.93547 0.2 -2.2 -0.3
H 27.01610 -24.69888 -15.94123 -0.2 0.5 0.5
H 26.72321 -24.07882 -17.45960 0.2 0.6 0.3
C 26.09482 -26.04244 -17.26901 1.5 -0.3 0.5
C 25.93699 -27.11538 -16.13800 0.7 0.6 1.2
O 27.14410 -27.80728 -15.72666 0.1 1.0 -2.7
C 27.00628 -28.42070 -14.48877 0.2 -0.6 1.0
H 28.29250 -22.58974 -14.64105 0.2 0.4 0.8
H 27.88356 -21.16263 -15.53322 0.2 -0.1 -0.6
H 29.61146 -21.51893 -15.21345 0.0 0.0 -0.1
H 29.36965 -24.34947 -15.43107 0.3 0.0 0.3
H 30.37681 -23.96110 -16.87163 0.2 0.3 0.2
H 28.81210 -26.08959 -17.18315 0.3 0.2 0.3
H 28.58854 -24.76192 -18.34492 0.4 -0.1 0.0
H 26.47564 -26.51951 -18.17204 0.0 0.2 -0.1
H 25.20373 -25.46324 -17.51106 -0.4 -0.8 0.3
H 25.18384 -27.86390 -16.38413 -0.1 0.2 -0.5
H 25.62126 -26.62710 -15.21604 -0.6 0.4 -0.1
H 27.68705 -29.26074 -14.35104 0.3 0.0 -0.7
H 26.02431 -28.88371 -14.39148 -0.3 0.4 0.4
H 27.30885 -27.71672 -13.71355 -0.8 0.1 0.4
C 33.16138 -27.46140 -1.91402 -0.9 1.0 0.6
C 33.63289 -28.87222 -1.97850 -0.2 -1.2 0.4
C 34.36786 -29.27930 -0.66756 0.9 -1.5 -1.6
N 34.91405 -30.76585 -0.71852 -2.2 0.2 -1.0
C 35.93476 -31.01317 0.43681 -1.5 -1.9 -0.7
C 35.27559 -31.33650 1.83216 0.6 1.3 -0.9
C 34.10911 -32.31771 1.79397 -0.8 0.2 -1.1
C 33.03495 -32.04087 0.69031 1.0 1.3 1.6
C 33.70116 -31.81525 -0.67314 -0.2 -0.5 0.8
C 35.59770 -30.99655 -2.11331 0.3 0.1 2.2
H 34.01130 -26.78685 -1.81053 -0.1 0.2 0.0
H 32.48075 -27.30581 -1.07698 0.2 0.0 0.4
H 32.53831 -27.14580 -2.75085 0.4 -0.2 -0.4
H 34.24796 -28.94700 -2.87527 0.5 -0.2 0.3
H 32.82191 -29.58004 -2.15000 -0.3 0.2 0.0
H 33.80046 -29.24045 0.26231 0.0 0.5 -0.2
H 35.30192 -28.71775 -0.68512 -0.1 0.3 0.7
H 36.64827 -30.19037 0.39203 -0.1 -0.2 0.3
H 36.35222 -31.94791 0.06253 0.7 0.1 0.3
H 35.10372 -30.34642 2.25442 -0.8 -0.1 0.3
H 36.03095 -31.75417 2.49780 0.3 0.0 -0.3
H 33.61795 -32.36562 2.76586 0.2 -0.1 0.0
H 34.49717 -33.30341 1.53729 0.2 -0.2 0.3
H 32.39847 -31.21075 0.99674 0.3 0.7 -0.1
H 32.26500 -32.81110 0.73519 0.5 -0.6 -0.8
H 32.86719 -31.62087 -1.34753 0.7 0.9 -0.5
H 34.05108 -32.80127 -0.97879 0.8 0.2 -0.2
H 36.31155 -30.18887 -2.27507 -0.2 0.1 0.0
H 34.86347 -31.04370 -2.91754 0.1 -0.3 0.3
H 36.18923 -31.88930 -1.91041 -0.3 -0.2 -0.8
C 22.81313 -29.68956 -7.14610 0.0 -0.1 -1.4
C 22.50022 -29.94335 -5.70803 -0.4 0.3 1.6
C 23.70968 -29.58867 -4.79812 -0.5 -1.9 -0.9
N 23.62832 -30.02770 -3.31396 -0.3 0.1 -0.9
C 23.55303 -31.58879 -3.16909 -1.1 0.4 0.4
C 23.80408 -32.07495 -1.70257 0.6 0.8 -1.6
C 25.20092 -31.59906 -1.38550 1.3 0.1 0.5
C 25.19518 -30.08787 -1.35290 -0.9 2.0 0.0
C 24.95116 -29.47142 -2.76612 -0.6 -1.6 1.9
C 22.33899 -29.45881 -2.69197 1.2 0.5 -0.4
H 23.61063 -30.32241 -7.53546 0.2 -0.1 0.2
H 23.06808 -28.66555 -7.41906 0.1 0.1 0.4
H 21.95639 -29.93377 -7.77416 -0.2 0.0 0.1
H 22.10074 -30.94645 -5.55868 0.8 -0.5 -0.1
H 21.60710 -29.41159 -5.37992 0.1 0.8 -0.2
H 24.01423 -28.55526 -4.96372 -0.4 0.2 0.9
H 24.57143 -30.15073 -5.15808 0.0 -0.2 -0.1
H 24.20178 -32.08344 -3.89195 0.5 0.4 0.2
H 22.54702 -31.84989 -3.49752 0.0 0.2 0.1
H 23.70167 -33.15962 -1.66918 -0.1 0.1 -0.1
H 23.13929 -31.60593 -0.97720 -0.3 -0.2 -0.2
H 25.95302 -31.85051 -2.13330 -0.2 -0.5 -0.4
H 25.59701 -32.07420 -0.48803 -0.2 0.4 0.3
H 25.99593 -29.51785 -0.88177 0.7 -0.7 -0.3
H 24.38643 -29.71436 -0.72480 -0.4 -0.2 0.2
H 25.75016 -29.86649 -3.39351 -0.2 0.4 -0.4
H 24.87184 -28.38450 -2.74572 0.1 -0.2 -0.2
H 22.30416 -28.40829 -2.98060 0.1 0.0 0.2
H 22.36339 -29.54522 -1.60568 -0.1 -0.2 -0.3
H 21.47140 -29.93585 -3.14784 0.3 -0.2 0.2
C 36.60432 -26.36266 -16.12821 0.0 0.5 0.2
C 36.14311 -27.38748 -15.13018 -1.7 -0.5 0.6
C 35.72441 -26.79390 -13.74284 0.9 -0.6 -0.5
N 35.32101 -27.83084 -12.73958 -1.1 -2.8 1.0
C 34.87198 -27.17149 -11.34421 1.3 0.2 -0.4
C 36.11631 -26.64053 -10.44932 -1.9 -1.3 -1.8
C 37.13615 -27.77325 -10.26970 -0.4 -0.8 -0.3
C 37.52632 -28.40438 -11.60264 0.2 1.2 -1.3
C 36.37674 -28.94610 -12.44784 -0.3 0.6 1.4
C 34.06719 -28.63446 -13.31865 1.3 1.3 0.3
H 36.89356 -26.86557 -17.05099 0.4 0.2 0.1
H 37.39007 -25.75544 -15.67878 0.4 -0.1 -0.4
H 35.81464 -25.66377 -16.40401 -0.2 -0.1 0.1
H 36.85420 -28.20547 -15.01470 0.4 0.3 0.3
H 35.28045 -27.89977 -15.55616 -0.1 0.1 -0.1
H 34.86782 -26.12027 -13.71877 0.2 0.2 -0.6
H 36.61205 -26.27224 -13.38498 -0.2 0.1 0.4
H 34.19421 -26.35858 -11.60480 0.3 0.2 -0.3
H 34.21544 -27.86380 -10.81718 0.5 -0.5 -0.1
H 36.48511 -25.77331 -10.99707 0.4 0.0 0.3
H 35.63200 -26.30224 -9.53330 0.3 0.0 0.1
H 38.05061 -27.42753 -9.78768 -0.2 -0.1 0.2
H 36.69519 -28.62607 -9.75359 -0.1 0.4 0.9
H 37.97799 -27.56332 -12.12868 0.4 -0.2 -0.6
H 38.27782 -29.19335 -11.57316 0.0 0.1 0.5
H 36.71462 -29.53272 -13.30213 -0.2 0.8 -0.5
H 35.86975 -29.70259 -11.84885 -0.4 0.2 0.2
H 33.28869 -27.87443 -13.38494 -0.2 -0.4 -0.1
H 33.80672 -29.49965 -12.70897 0.1 0.5 0.4
H 34.34890 -29.02063 -14.29825 -0.1 0.3 0.2
C 27.11815 -24.44683 -9.71431 1.0 0.8 0.2
C 26.13215 -23.72171 -10.60426 -2.3 3.0 0.4
O 25.43467 -22.74600 -10.14719 1.3 -1.6 0.5
O 26.05580 -24.04708 -11.79725 0.7 -1.5 -1.5
H 26.81740 -25.46956 -9.48699 0.2 0.0 0.0
H 27.38920 -23.86444 -8.83371 -0.8 -0.2 0.5
H 28.07437 -24.37839 -10.23303 0.1 -0.8 -0.5
```
Positions in Å, forces in eV/Å.

---

Entry 2:
C41H98AsF6N5O5 as an isolated structure at a distorted geometry. Source: the OMol25 dataset; level of theory: wB97M-V/def2-TZVPD.

Properties
HOMO level (eV): -16.467
HOMO-LUMO gap (eV): 5.14
Net charge: +4

The geometry in XYZ format:
```
156
Properties=species:S:1:pos:R:3:forces:R:3
As -0.71612 -2.10510 -0.44519 0.4 -1.1 1.1
F -1.94179 -1.91132 -1.74908 1.2 0.1 1.3
F 0.52676 -2.69402 -1.63063 -1.4 0.6 1.1
F 0.44996 -2.39398 0.91450 -0.9 0.6 -1.3
F -1.89885 -1.42526 0.82862 1.3 -0.8 -1.9
F -1.26462 -3.77689 -0.14526 0.2 1.7 -0.5
F -0.03722 -0.48439 -0.67910 -0.8 -0.8 0.1
C -0.16754 4.11467 -3.07924 -2.0 -3.2 -0.8
C 0.84259 5.08952 -3.50766 3.5 1.7 3.1
C 2.10513 4.89120 -2.55416 1.4 -0.8 -1.1
C 2.92733 3.58719 -2.84328 -1.1 -0.4 0.4
C 3.47032 3.57913 -4.29739 -1.4 0.9 2.4
C 2.28521 3.70539 -5.32101 2.8 -0.5 0.1
N 1.37043 4.85947 -4.90799 -7.6 -0.6 -5.7
O 0.47953 5.22819 -5.89637 6.1 -1.7 6.0
C 1.52603 2.38205 -5.52034 -0.7 -0.2 0.1
C 3.06265 4.10374 -6.56386 -1.0 1.4 -0.8
C 0.31275 6.53065 -3.39887 0.2 -0.8 -2.9
H -0.81396 4.39651 -2.24809 0.5 0.7 0.0
H 0.19043 3.11073 -2.85106 0.7 0.2 0.5
H -0.85480 3.78297 -3.85754 -0.3 0.8 -0.5
H 1.86477 4.92641 -1.49157 -0.6 0.1 -0.2
H 2.85311 5.66566 -2.72401 -0.3 0.6 0.0
H 2.29589 2.73278 -2.59961 -0.4 -0.3 -0.6
H 3.65308 3.40279 -2.05120 0.6 0.7 -0.3
H 4.16484 2.75745 -4.47231 -0.5 -0.1 -0.4
H 4.05290 4.49888 -4.34986 0.2 0.0 -0.4
H 2.16154 1.65909 -6.03177 0.6 0.3 0.2
H 0.68008 2.44414 -6.20489 -0.2 0.5 0.2
H 1.21292 1.90099 -4.59371 -0.1 0.2 0.1
H 2.42118 4.24726 -7.43335 0.1 -0.4 -0.2
H 3.89011 3.41963 -6.75201 -0.3 0.1 0.0
H 3.43630 5.10367 -6.34334 0.5 -0.1 -0.3
H 0.98726 7.09400 -4.04367 0.2 0.7 0.6
H 0.11274 7.00937 -2.44026 0.1 -0.6 -0.1
H -0.52499 6.39698 -4.08329 -0.9 1.0 0.7
C -6.39278 -1.99243 -0.72554 -0.3 -0.3 -1.4
C -7.54585 -2.21207 -1.74465 0.4 1.1 0.9
N -7.30500 -1.56812 -3.13318 -0.5 -0.3 1.2
C -6.28384 -2.36706 -3.84718 -0.4 -0.9 -0.8
C -8.65291 -1.65369 -3.92905 0.1 0.1 0.7
C -8.58294 -1.10022 -5.30227 0.6 1.2 -1.1
C -6.80300 -0.11561 -2.97745 -1.2 -0.4 -0.6
C -7.87576 0.88862 -2.43985 -0.1 -0.3 0.2
O -8.35758 0.58505 -1.13403 2.2 -1.6 -0.6
C -9.27822 1.44157 -0.55125 -0.6 0.6 -0.1
H -6.66831 -2.49525 0.20146 0.0 0.1 -0.1
H -6.16824 -0.93923 -0.55681 -0.2 -0.2 0.2
H -5.52240 -2.49446 -1.14803 0.3 0.1 0.4
H -8.41329 -1.67525 -1.36063 -0.2 -0.5 -0.1
H -7.68158 -3.28945 -1.83908 -0.3 0.2 -0.5
H -6.76835 -3.32960 -4.01107 0.3 -0.2 0.1
H -5.34820 -2.52882 -3.31192 -0.2 0.4 0.2
H -6.10601 -1.97607 -4.84898 0.2 0.3 0.3
H -9.44735 -1.17276 -3.35838 0.5 0.4 0.3
H -9.03079 -2.67325 -4.00515 0.8 -0.4 0.4
H -7.93433 -1.63550 -5.99572 -0.5 -0.6 0.0
H -8.16190 -0.09800 -5.38221 -0.1 0.3 0.5
H -9.59555 -0.96817 -5.68340 0.1 -0.5 -0.2
H -6.55964 0.08563 -4.02070 -0.2 0.8 0.1
H -5.83687 -0.11058 -2.47281 -0.4 -0.2 0.4
H -8.72389 0.92607 -3.12350 -0.1 -0.1 -0.3
H -7.44430 1.88916 -2.46906 0.3 0.1 0.1
H -10.17236 1.40704 -1.17369 -0.4 0.5 0.3
H -8.88355 2.45155 -0.44052 -0.1 0.3 -0.3
H -9.49536 1.09430 0.45888 0.0 -0.3 -0.2
C -4.91239 3.24442 3.25087 0.2 0.3 0.6
C -4.43975 3.29004 4.71870 0.6 -1.8 -1.3
N -3.09139 2.47500 4.84240 1.5 -1.5 1.1
C -2.46063 2.72182 6.24953 -1.7 0.8 -0.2
C -3.34102 0.88324 4.74898 -1.4 -1.3 0.5
C -3.93055 0.02731 5.98734 0.0 1.9 -0.3
C -2.02566 2.81284 3.79575 -0.4 -0.9 -1.8
C -1.47661 4.17093 3.76680 0.4 1.6 1.2
O -0.58794 4.25834 4.83365 1.1 0.7 0.8
C -0.00032 5.57683 5.05360 -0.8 -1.7 -0.2
H -4.31396 3.93120 2.65229 -0.1 -0.1 -0.1
H -5.94923 3.57626 3.19655 0.0 0.0 0.1
H -4.84953 2.23777 2.83758 0.0 0.1 0.0
H -5.09803 2.68030 5.33756 -0.1 0.5 0.2
H -4.33079 4.32080 5.05601 0.3 -0.3 0.3
H -1.69339 2.00152 6.53341 0.0 0.1 -0.5
H -3.28519 2.68320 6.96137 -0.1 -0.5 0.0
H -2.13670 3.76097 6.30748 0.4 -0.4 -0.3
H -2.45602 0.30581 4.48168 0.6 1.1 -0.1
H -4.02858 0.67494 3.92924 0.1 0.6 -0.1
H -3.35105 0.27521 6.87663 -0.2 -0.4 0.1
H -3.95672 -1.05080 5.82886 0.9 0.1 -0.6
H -4.99070 0.18381 6.18653 0.0 0.7 0.0
H -2.35096 2.70310 2.76123 -1.1 -0.6 0.2
H -1.16583 2.14300 3.78476 -0.3 -0.4 1.0
H -2.25550 4.93022 3.83690 -0.3 0.3 0.1
H -0.93894 4.39338 2.84510 -0.1 -0.4 -0.5
H -0.83132 6.21084 5.36272 0.4 0.6 -0.1
H 0.49021 5.86678 4.12440 0.0 0.5 0.1
H 0.72168 5.41940 5.85486 -0.1 0.3 -0.1
C 5.63387 -5.78632 -2.45306 -0.2 0.4 -1.3
C 4.99383 -4.83052 -3.63157 2.2 -1.1 1.1
N 6.11321 -3.78736 -4.19904 -1.6 2.6 1.8
C 6.92682 -3.12748 -2.98712 -1.7 -1.4 -1.6
C 7.15109 -4.27000 -5.25307 -1.7 -1.3 0.3
C 8.33420 -3.36017 -5.59985 -0.8 -0.1 -0.3
C 5.25722 -2.61144 -4.79704 0.9 -1.0 -0.6
C 4.26001 -3.05928 -5.89582 -0.2 1.7 -1.9
O 4.66705 -2.33841 -7.09469 0.7 -0.7 -0.4
C 3.73241 -2.36198 -8.18498 0.0 -0.3 -0.4
H 5.18533 -6.77930 -2.48302 -0.1 0.1 -0.3
H 5.62833 -5.50046 -1.40122 -1.0 0.9 -0.2
H 6.71324 -5.92037 -2.52430 0.1 -0.1 -1.0
H 4.03414 -4.39880 -3.34749 0.7 1.4 0.9
H 4.52706 -5.30900 -4.49253 1.3 -1.0 -0.2
H 6.17993 -3.14530 -2.19342 0.7 -0.2 0.4
H 7.20257 -2.09283 -3.19095 0.0 -0.3 -0.4
H 7.78607 -3.79713 -2.95017 -0.1 0.4 0.9
H 6.44793 -4.45693 -6.06468 0.6 0.2 -0.7
H 7.40621 -5.27230 -4.90897 0.4 0.1 0.1
H 8.83225 -3.71379 -6.50263 -0.3 -0.4 -0.1
H 9.14668 -3.30716 -4.87517 -0.4 0.2 0.3
H 7.92104 -2.39971 -5.90793 0.4 0.3 0.3
H 6.05967 -2.00450 -5.21633 -0.5 0.2 -0.5
H 4.79802 -1.98912 -4.02897 0.0 -0.6 0.4
H 3.23387 -2.69394 -5.85492 -0.2 -0.2 1.5
H 4.16551 -4.12499 -6.10424 0.5 -0.2 0.2
H 3.06591 -3.22446 -8.18699 -0.5 0.2 0.8
H 4.15240 -2.51532 -9.17905 1.1 0.2 0.3
H 3.23713 -1.39544 -8.27761 -0.4 -0.1 0.4
C 5.66082 -2.35298 7.40905 0.9 0.5 2.0
C 4.64144 -1.80290 6.47408 -0.5 -1.5 -1.3
N 3.25622 -2.51322 6.58032 -1.4 1.9 -2.0
C 2.35777 -1.78108 5.51098 1.1 -0.9 -0.1
C 3.40219 -3.96629 6.07269 0.2 -0.8 0.6
C 2.16834 -4.83845 6.28675 -0.1 0.2 -0.1
C 2.57709 -2.36127 7.94822 1.3 1.3 0.3
C 2.76986 -0.90946 8.63760 0.9 -0.5 -0.7
O 2.36987 0.09086 7.74840 -0.8 0.5 -0.7
C 2.29707 1.43176 8.23193 -1.2 0.6 -1.6
H 6.60461 -1.81037 7.35501 -0.1 0.3 -0.5
H 5.97443 -3.39494 7.34540 -0.5 0.0 -0.5
H 5.39672 -2.19067 8.45404 -0.2 -0.1 0.1
H 4.98953 -2.08470 5.48033 -0.3 0.0 -0.3
H 4.48011 -0.72832 6.38834 0.0 -0.1 0.9
H 1.34911 -2.19229 5.47061 0.1 0.0 0.5
H 2.83233 -2.06127 4.57057 -0.1 0.4 -0.1
H 2.36696 -0.70205 5.66498 0.0 -0.4 0.2
H 4.28941 -4.39734 6.53652 -0.2 0.1 0.4
H 3.65347 -3.97115 5.01207 -0.1 0.7 0.0
H 2.21064 -5.83811 5.85432 0.8 0.1 -0.2
H 1.35143 -4.39228 5.71958 -0.4 0.1 0.6
H 1.97631 -5.04222 7.34018 -0.4 0.4 -0.1
H 3.11051 -3.17566 8.43847 -0.7 0.3 1.1
H 1.49599 -2.47668 7.87070 0.3 -0.6 -0.3
H 3.81387 -0.65442 8.81952 0.3 -0.7 0.6
H 2.19844 -0.78956 9.55804 0.0 -0.7 0.2
H 1.42262 1.66250 8.84037 0.4 -0.7 1.2
H 1.92577 1.96890 7.35916 0.5 0.1 -0.5
H 3.22539 1.93667 8.49913 0.1 -0.6 0.5
```
Positions in Å, forces in eV/Å.